[1]
{
  "formula": "C41H42P2TeV",
  "method": "ωB97M-V/def2-TZVPD",
  "species": ["Te", "V", "P", "P", "C", "C", "C", "C", "C", "C", "C", "C", "C", "C", "C", "C", "C", "C", "C", "C", "C", "C", "C", "C", "C", "C", "C", "C", "C", "C", "C", "C", "C", "C", "C", "C", "C", "C", "C", "C", "C", "C", "C", "C", "C", "H", "H", "H", "H", "H", "H", "H", "H", "H", "H", "H", "H", "H", "H", "H", "H", "H", "H", "H", "H", "H", "H", "H", "H", "H", "H", "H", "H", "H", "H", "H", "H", "H", "H", "H", "H", "H", "H", "H", "H", "H", "H"],
  "coordinates": [[-0.2883, 2.3626, 3.1366], [-1.1863, 0.5210, 1.7310], [-0.3846, -1.4447, 0.9891], [-0.7003, 1.4431, -0.2816], [-1.4473, -2.9334, 1.1514], [-0.1639, -1.2238, -0.7940], [-4.1354, 3.5168, -1.1718], [3.2861, 0.1215, -4.4124], [3.7430, -2.7370, 2.6285], [-1.4964, -0.4087, 3.7424], [2.1679, -2.5749, 0.7938], [-4.2663, 2.7858, 5.0185], [0.7196, 2.5976, -0.4868], [-3.0684, 2.9336, -0.4850], [-3.6904, -3.8600, 1.0903], [1.2418, -1.9537, 1.6422], [1.9770, 0.1206, -4.6829], [-3.9254, 2.9207, 6.3721], [-2.5906, 3.1131, 6.7571], [4.3931, -2.0277, -3.5076], [-2.0815, 2.2303, -1.1927], [-1.8266, -5.2657, 1.7050], [1.5824, -1.6886, 2.9749], [3.4141, -2.9667, 1.2894], [2.8207, -2.1038, 3.4713], [-3.2462, 2.6959, -3.2675], [-3.1984, -5.1083, 1.4825], [-0.2179, 0.0250, -1.3168], [3.1292, -2.7284, -3.1016], [2.8315, 4.4408, -0.4538], [0.6323, 3.7777, -1.2324], [-3.2664, 2.8487, 4.0318], [2.9236, 3.2577, 0.2826], [-4.2224, 3.4052, -2.5653], [1.8947, 2.3178, 0.2294], [4.2744, -0.9878, -4.6489], [-1.5787, 3.1336, 5.7880], [1.1908, -0.9748, -5.3471], [1.7737, -2.4038, -5.2328], [-1.9259, 2.9128, 4.4435], [-2.1830, 2.0984, -2.5824], [1.6922, 4.6895, -1.2259], [2.0230, -2.8962, -3.8333], [-2.8246, -2.7796, 0.9167], [-0.9535, -4.1840, 1.5470], [-0.2601, 3.9878, -1.8207], [2.6702, -2.4709, -5.8595], [0.1675, -0.9717, -4.9382], [1.9758, 1.3776, 0.7829], [-3.2157, -1.8025, 0.6167], [-3.8799, -5.9494, 1.6200], [0.0548, 0.2254, -2.3552], [-4.7587, -3.7273, 0.9208], [-2.5600, -0.1097, 3.7050], [1.0831, -0.7576, -6.4254], [-1.0315, 0.0078, 4.6456], [-1.4353, -6.2327, 2.0108], [1.2184, -3.5345, -3.4437], [0.8741, -1.1589, 3.6163], [-0.0009, -2.1057, -1.4122], [3.6414, 5.1687, -0.4164], [4.0932, -1.5133, -5.5938], [-1.3941, -1.5056, 3.7225], [4.1294, -3.4537, 0.6234], [-2.9940, 3.0223, 0.6018], [-4.7077, 2.8966, 7.1292], [0.1100, -4.3123, 1.7454], [1.9161, -2.7402, -0.2515], [5.2679, -0.5203, -4.7496], [1.4045, 1.0426, -4.5276], [-5.0547, 3.8686, -3.0972], [-1.4421, 1.5258, -3.1335], [3.7513, 1.0465, -4.0458], [-3.5122, 2.7940, 2.9708], [1.0355, -3.0829, -5.6910], [-3.3083, 2.6043, -4.3526], [4.8200, -1.5326, -2.6208], [-2.3316, 3.2454, 7.8062], [3.0711, -1.9335, 4.5164], [1.6258, 5.5989, -1.8185], [-5.3041, 2.6387, 4.7257], [3.2117, -3.2372, -2.1346], [-4.8997, 4.0640, -0.6219], [-0.5327, 3.2678, 6.0575], [5.1465, -2.7707, -3.8248], [4.7181, -3.0417, 3.0152], [3.7949, 3.0638, 0.9098]],
  "multiplicity": 2,
  "homo_ev": [-12.8774, -12.8774],
  "s2": 1.00,
  "gap_ev": [4.636, 4.739],
  "charge": 2
}

***

[2]
{
  "formula": "C41H43BrN4O5S2Sc",
  "method": "ωB97M-V/def2-TZVPD",
  "species": ["Br", "Sc", "S", "S", "O", "O", "O", "O", "O", "N", "N", "N", "N", "C", "C", "C", "C", "C", "C", "C", "C", "C", "C", "C", "C", "C", "C", "C", "C", "C", "C", "C", "C", "C", "C", "C", "C", "C", "C", "C", "C", "C", "C", "C", "C", "C", "C", "C", "C", "C", "C", "C", "C", "C", "H", "H", "H", "H", "H", "H", "H", "H", "H", "H", "H", "H", "H", "H", "H", "H", "H", "H", "H", "H", "H", "H", "H", "H", "H", "H", "H", "H", "H", "H", "H", "H", "H", "H", "H", "H", "H", "H", "H", "H", "H", "H", "H"],
  "coordinates": [[-2.7627, 1.0412, 8.3140], [0.3772, -0.0250, 1.2023], [0.3038, -0.4631, -2.2287], [-1.2346, -2.4002, -1.4626], [1.3764, 0.2660, 2.8847], [2.8623, 0.0687, 4.5294], [0.1191, 2.0441, 1.0494], [0.1768, 0.0307, -0.8070], [-0.3745, -1.7098, 2.1864], [2.7282, 0.6562, 0.4846], [-1.8237, 0.3127, 1.2678], [1.6264, -2.1908, 0.3701], [-2.1216, 1.5775, 0.7686], [-1.7247, 0.8055, 5.6664], [-2.1341, 0.6412, -5.2808], [2.9824, 1.8596, -4.3638], [-1.3598, 3.7232, 0.1616], [-2.7643, 5.2772, -1.0307], [1.7205, 0.2424, 4.1191], [-1.0858, 2.3603, 0.6988], [-1.8333, 6.2887, -0.8260], [0.9131, 0.4771, 6.4915], [4.0070, 0.4455, 1.1711], [-0.0542, -6.1289, -2.4112], [0.4399, -5.9964, -3.7037], [3.8609, -2.1233, 1.4392], [1.8679, 3.3219, -2.8134], [-1.1052, 0.1557, -3.1752], [-1.0637, 0.1345, -4.5599], [-3.2642, 1.1764, -3.2269], [0.6056, 0.4504, 5.1375], [-3.2309, 1.1695, -4.6148], [-2.2016, 0.6625, -2.5017], [-2.7093, -1.7818, 1.9483], [4.6145, -0.9159, 0.8527], [2.2648, 0.7809, -3.8606], [-0.6687, 6.0165, -0.1242], [2.7773, 3.1303, -3.8477], [-0.0615, -3.6396, -3.6318], [-1.4355, -3.7117, 2.8834], [-0.7146, 0.6227, 4.7341], [2.9389, -2.8382, 0.4486], [-1.3899, 0.8103, 7.0078], [0.4351, -4.7457, -4.3045], [-0.4276, 4.7380, 0.3571], [-0.5469, -5.0289, -1.7313], [-2.5349, 4.0056, -0.5344], [-2.8554, -0.4826, 1.4007], [1.1540, 2.2435, -2.3162], [-0.0840, 0.6517, 7.4388], [1.3393, 0.9743, -2.8486], [-1.4943, -2.3211, 2.2991], [-0.5687, -3.7604, -2.3306], [-4.2295, -0.0331, 0.9837], [1.7079, 4.3095, -2.3978], [0.4793, 4.5087, 0.9025], [-1.2317, -3.6421, 3.9541], [0.8131, -4.6331, -5.3148], [4.7371, 1.2168, 0.8901], [2.3902, 1.5910, 0.7035], [-3.2608, 3.2165, -0.6678], [-4.3110, -0.1072, -0.1034], [0.4534, 2.3790, -1.5052], [-3.6720, 5.4834, -1.5849], [-0.0800, -2.6700, -4.1131], [2.8444, -3.8896, 0.7479], [1.0641, -2.5225, 1.1497], [5.6334, -0.9121, 1.2474], [-0.6223, -4.2717, 2.4193], [-0.9523, 0.6097, 3.6808], [-3.5986, -2.3864, 2.0479], [4.6926, -1.0278, -0.2358], [-4.0621, 1.5741, -5.1792], [-2.1074, 0.6300, -6.3631], [3.3268, 3.9723, -4.2509], [0.8210, -6.8576, -4.2386], [3.8331, 0.5182, 2.2456], [-4.3854, 1.0047, 1.2680], [4.5922, -2.8496, 1.8024], [-2.0230, 7.2837, -1.2100], [-2.2077, 0.6502, -1.4190], [-4.1253, 1.5785, -2.7074], [-4.9914, -0.6677, 1.4329], [3.2642, -1.7929, 2.2941], [-0.9377, -5.1226, -0.7254], [-2.3719, -4.2451, 2.7318], [-0.2012, -0.2695, -5.0770], [1.1263, -2.4957, -0.4612], [1.9465, 0.3588, 6.7896], [-2.7467, 0.9527, 5.3458], [3.3915, -2.8308, -0.5466], [3.7015, 1.7089, -5.1599], [-0.0536, -7.0998, -1.9285], [0.1442, 0.6756, 8.4954], [2.4288, -0.2168, -4.2575], [0.0483, 6.8085, 0.0562], [2.8706, 0.6135, -0.5188]],
  "relative_energy_ev": 1.1467,
  "homo_ev": -4.4835,
  "gap_ev": 6.823,
  "charge": -1
}

***

Q: Which molecular weight values were calculated for the entries above? A: 775.28, 860.81, in g mol⁻¹.
Q: Which strongest force on any atom values were calculated for the entries above? A: 5.08, 1.35, in eV/A.
Q: Which E_tot values were calculated for the entries above? A: -94736.719, -171834.617, in eV.